This record from OMol25 describes a cluster of 7 separate species, C50H49N2O13 in total at a distorted geometry. The level of theory is ωB97M-V/def2-TZVPD.

Structure (XYZ):
```
114
Properties=species:S:1:pos:R:3:lowdin_charge:R:1
H 10.1985 -3.9269 1.1653 0.09
H 13.1072 -2.6895 4.1764 0.12
C -1.1481 5.7401 4.2438 -0.38
H -2.1095 4.5188 1.1541 0.11
C -0.3036 -6.3465 0.6133 -0.38
C -3.3149 4.3487 2.9768 -0.37
O -6.0378 4.4536 6.4066 0.08
H 9.5021 -5.8233 2.6120 0.12
H -7.7781 5.7455 4.9831 0.12
H -10.0030 4.7989 4.3881 0.12
H -0.4526 -4.3614 3.4430 0.12
C -3.5043 1.2041 -1.9148 -0.09
H 0.8020 1.6948 -3.5492 0.10
C 3.1129 2.4157 -6.9366 0.02
C 7.5113 -2.5601 -1.3538 0.03
H -2.4511 -1.5274 -0.3514 0.12
O 0.2184 -7.3580 0.2026 0.12
H -1.3951 -5.9258 -1.2422 0.13
H -4.6098 -2.5188 -2.8227 0.09
C -2.3480 5.3206 5.0086 0.04
H -3.5220 0.3883 0.8654 0.07
O 10.5612 -6.2751 4.9394 0.11
H -4.0707 -1.3323 -0.9545 0.12
C -1.7955 -4.4413 0.2144 0.02
H -3.5364 2.1601 0.5540 0.06
C -1.1111 5.4110 2.7941 0.02
C 11.7065 -3.1631 2.5583 -0.38
C 1.8900 1.9854 -6.2223 -0.38
C -7.5283 2.6393 6.5735 0.02
H -6.8132 0.5578 -2.5712 0.09
O -2.6622 -2.2843 -2.2072 -0.17
C -8.7166 2.1325 6.2565 0.02
C -2.6285 0.0961 -1.7309 -0.13
C -9.6884 2.9001 5.4370 -0.38
C -5.8070 0.1468 -2.4524 -0.05
C 6.6104 -1.8615 -2.0392 0.02
H 8.5533 -2.6050 -1.6437 0.13
C 5.1893 -1.8174 -1.6200 -0.38
C -4.1333 1.2930 0.8311 -0.08
C -1.0781 3.8097 -3.0063 0.03
O 4.0896 -0.6560 -8.4145 0.13
H -5.4280 -0.0165 -3.4584 0.08
C 1.4394 0.1221 -0.5239 -0.08
H 3.7652 -2.5357 -0.1169 0.11
C -7.1240 3.9918 6.1199 -0.38
H -4.2357 4.3638 4.9637 0.09
C 0.5800 1.5114 -2.4926 -0.10
C -0.6243 -4.7387 2.4429 0.02
C 12.3362 -3.3906 3.8830 0.02
C -8.0933 4.7602 5.3022 0.02
H -2.4665 -3.8459 -0.3901 0.10
H -0.0674 3.7776 -3.3954 0.07
C -5.3323 1.0523 -0.1013 -0.16
C -1.2226 -5.5515 -0.2411 0.03
O 7.9490 -3.9582 0.4878 0.11
H -3.6987 -1.3246 -3.7497 0.08
C 10.2737 -5.1235 2.9068 0.02
C -1.6311 2.4890 -2.5616 -0.18
H -0.2274 5.7247 2.2526 0.12
H 2.3612 0.4155 -2.3996 0.10
H 2.3603 -0.3799 -0.2374 0.05
H -6.8065 2.0961 7.1702 0.12
H -3.3955 -3.0496 -3.9951 0.10
C -3.3530 4.6758 4.4205 0.03
H 1.9383 -1.3444 -7.1397 0.13
H 0.9376 2.3825 -1.9454 0.13
C -5.0041 1.1707 -1.6350 -0.29
O 12.0457 -2.2385 1.8503 0.10
C 2.2099 -0.3006 -7.0466 0.03
H -1.2219 4.5390 -2.2079 0.11
H -6.1244 1.7718 0.0971 0.12
H 0.5940 0.2686 -5.8037 0.12
C -3.6265 -2.2946 -3.2468 -0.09
C -3.0225 -1.2861 -1.2517 -0.14
O 1.2345 2.7751 -5.5651 0.07
C 1.3324 0.2722 -2.0546 -0.23
C 10.9017 -5.3522 4.2313 -0.39
C 7.1303 -3.3234 -0.1396 -0.37
C 1.4927 0.5621 -6.3328 0.01
H -2.3574 5.5681 6.0623 0.13
C 5.7068 -3.2793 0.2798 0.03
C -2.1162 4.7670 2.2088 0.01
O 4.3672 -1.1799 -2.2482 0.09
H 3.3828 3.4597 -6.8421 0.12
H 6.8676 -1.2976 -2.9266 0.12
N -1.3442 0.2332 -1.9348 0.22
H 0.6229 -6.4436 2.5980 0.13
H -9.0310 1.1473 6.5765 0.12
H -5.9537 -0.7918 -1.9243 0.07
H -5.3786 2.1488 -1.9426 0.13
C -0.0499 -5.8511 1.9912 0.03
H -3.6463 3.2447 -2.5081 0.15
H 4.7305 1.8498 -8.1806 0.13
N -0.9109 1.4082 -2.3179 0.00
H -1.7128 4.1403 -3.8321 0.11
H 1.3406 1.0871 -0.0245 0.08
C -3.0070 2.3895 -2.3488 0.07
C 3.8331 1.5555 -7.6519 0.03
C -9.2819 4.2547 4.9845 0.02
O -0.2325 6.3278 4.7730 0.12
O -2.0661 -2.9292 1.9912 0.09
H 5.4495 -3.8433 1.1673 0.13
O -10.7701 2.4394 5.1490 0.12
H 0.6090 -0.5053 -0.1878 0.06
H -5.6982 0.0375 0.0668 0.10
O -4.2307 3.7577 2.4378 0.08
H -4.5238 1.4988 1.8240 0.07
H 12.4100 -4.5899 5.6267 0.12
C 10.6463 -4.1089 2.1320 0.01
C 4.8077 -2.5804 -0.4067 0.02
C -1.5407 -3.9486 1.5871 -0.38
C 11.9636 -4.4057 4.6578 0.02
C 3.4388 0.1282 -7.7646 -0.38
H 0.9939 -0.6438 -2.5335 0.11
```

Properties
* Kohn-Sham gap: 7.391 eV
* lowest unoccupied orbital energy: -3.716 eV
* calculated total energy: -82228.479 eV
* F_max: 2.065 eV/Å
* net charge: +1

***

This record from OMol25 describes a cluster of 10 separate species, C50H50N10 in total at a distorted geometry. The level of theory is ωB97M-V/def2-TZVPD.

Structure (XYZ):
```
110
Properties=species:S:1:pos:R:3:lowdin_charge:R:1
C 0.9073 -5.1057 -0.7011 -0.07
C -0.6198 -6.7997 -2.1300 -0.19
H 1.9846 7.4626 -3.1941 0.09
H 1.3698 -2.8091 -6.1175 0.09
C 1.8787 -3.5049 -4.1302 -0.16
N 4.3578 0.5700 -2.4005 0.03
C 4.2075 -2.1163 -4.3406 -0.08
H 3.6215 -1.5970 -6.3388 0.09
H -1.0049 -4.1747 -0.2466 0.08
H -7.4589 -1.0650 1.1341 0.09
C -3.7304 -2.0245 1.1936 -0.09
N -1.3488 -2.7604 6.3776 0.04
H 0.5914 1.9238 -1.8489 0.07
H -2.9450 4.5264 -1.3039 0.09
C -2.6656 3.7861 3.4818 -0.09
C 4.2849 0.7741 -1.0496 -0.17
H -1.3009 -7.4858 -2.6115 0.10
C 1.2184 -0.1179 -1.7038 -0.10
C 3.8841 -2.8581 -3.2230 -0.14
H 5.1196 1.2576 -4.1848 0.08
H -1.2506 1.6679 -0.1072 0.08
C 2.4144 0.1930 2.2416 -0.11
C -1.4178 1.9282 2.8730 -0.17
H 2.5452 -1.1521 3.9122 0.08
H -3.4118 3.1293 0.7278 0.08
C -3.6235 3.6920 -1.4027 -0.06
H -1.4663 -5.3293 4.2229 0.09
C -1.2245 -1.7287 5.4958 -0.11
C 3.3109 -2.0996 -5.4347 -0.07
N 2.7326 -3.5792 -3.1268 0.05
H 6.3859 3.4358 -0.8130 0.09
H -3.8632 -2.4837 -0.8254 0.11
C 2.0049 6.4729 -2.7623 -0.10
H -3.9035 -1.5776 3.2529 0.09
C -5.1950 1.4771 -1.5761 -0.10
H -2.8092 4.7686 3.9066 0.10
N -5.7295 -1.1597 2.2505 0.05
C -1.3436 -4.3271 4.6061 -0.06
H -0.5077 3.7579 3.2756 0.10
H 2.4476 -0.5797 1.4878 0.06
H -4.4802 0.9845 3.2107 0.08
H 1.6468 7.1233 -0.7597 0.09
N -5.0607 2.2839 -2.7139 0.03
C -4.6060 1.7813 -0.2998 -0.06
C -1.4730 -4.0002 5.9441 -0.19
H -1.0880 -3.5378 2.6164 0.09
H 0.9608 -4.0635 -4.0211 0.10
C -3.8470 2.9160 -0.2373 -0.09
C 5.1604 1.4045 -3.1156 -0.16
H 5.0735 1.6717 0.7002 0.10
H -1.2951 -0.5079 1.0700 0.05
C 2.3915 -0.1285 3.6038 -0.17
C -4.3976 -1.5447 2.2931 -0.13
C 2.1722 1.5120 1.8116 -0.13
H -1.1806 -1.1372 3.3992 0.07
N 0.2276 -1.4094 0.0261 0.05
C 5.0773 1.7265 -0.3784 -0.07
H 2.6275 -6.0835 -1.4903 0.10
H 2.3094 3.1862 -3.4357 0.09
H -6.3211 -2.0752 -0.9400 0.09
H 3.9100 -0.0306 -0.4346 0.08
C -1.4458 3.2345 3.1642 -0.07
C 1.9100 6.2841 -1.3866 -0.14
C -6.3955 -1.2499 1.0946 -0.16
H -4.1766 3.9767 -3.5212 0.09
H 1.5180 -4.3802 -0.1843 0.09
C -4.2584 3.3848 -2.6215 -0.15
H 1.7836 3.5406 2.4965 0.08
C 1.1210 -1.3036 -0.9849 -0.17
C 2.0999 -2.7760 -5.3223 -0.06
H 2.3350 2.9752 4.8058 0.08
N 2.1276 5.0765 -0.7323 0.06
H -2.6801 -2.2723 1.2373 0.08
C -1.2097 -3.2592 3.6527 -0.07
H -0.4438 1.4865 2.7225 0.09
C 2.3884 4.0044 -1.5017 -0.16
C 2.0042 2.5188 2.7678 -0.13
H 1.0767 -7.7294 -2.8444 0.09
C -4.4231 -2.1858 0.0487 -0.08
H 6.1544 3.2871 -3.2047 0.09
N -1.2423 -5.8748 -1.3593 0.05
H -1.3178 -0.7059 5.8298 0.10
C 2.1474 2.1639 4.1181 -0.19
H 4.4855 -2.8362 -2.3262 0.10
C 2.2298 4.1038 -2.8717 -0.08
N -2.4799 1.1362 2.8231 0.09
H 1.6619 -2.1847 -1.2970 0.06
H 2.3539 3.0478 -1.0016 0.07
H -1.7325 -4.7610 6.6654 0.09
C 0.7104 -6.8970 -2.2618 -0.10
C 2.0365 5.3314 -3.5636 -0.07
C 5.7270 2.6632 -1.1811 -0.13
C -5.7836 -1.8660 -0.0269 -0.07
H 5.1515 -1.5952 -4.4009 0.09
C -3.8044 3.0209 3.4556 -0.10
C -0.5034 -5.0163 -0.7013 -0.15
C -1.2188 -1.9526 4.1063 -0.09
H 1.9628 0.0885 -2.4586 0.07
H -5.8556 0.6255 -1.6451 0.07
H -4.7286 3.4914 3.7573 0.10
H -4.8582 1.2348 0.5970 0.08
C 5.7841 2.5301 -2.5293 -0.12
C 0.4148 0.9620 -1.3905 -0.11
C -3.6607 1.6879 3.2095 -0.15
N 2.2752 0.8675 4.5378 0.01
C -0.5609 0.8874 -0.3929 -0.06
C -0.6135 -0.3579 0.2458 -0.16
C 1.5481 -6.0481 -1.4862 -0.08
H 1.8854 5.3600 -4.6326 0.10
H 2.2456 1.8214 0.7794 0.06
```

Properties
* Kohn-Sham gap (spin up / spin down): 2.419 / 8.444 eV
* 2S+1: 2
* lowest unoccupied orbital energy (spin up / spin down): 2.385 / 2.340 eV
* calculated total energy: -67557.736 eV
* F_max: 3.506 eV/Å
* energy above the lowest of the compared OMol25 structures with the same formula, charge and spin: 0.0 kJ/mol
* net charge: -1